(1)
DFT (ωB97M-V/def2-TZVPD) results for 2 unconnected molecules or ions with the total composition C5H9NO.

Computed properties:
ΔE to the lowest compared entry with this formula, charge and spin: 112.0 kcal/mol
Total charge: 0
E_tot: -8864.3556 eV

The geometry in XYZ format:
```
16
Properties=species:S:1:pos:R:3:mulliken_charge:R:1
C -0.32550 -0.79445 2.09495 -0.3411
C -1.69281 -2.30070 0.83318 -0.3455
C 0.65344 0.32898 -0.17710 0.7328
C -0.56856 1.04658 -0.70584 -1.0611
C 0.73914 -1.09530 -0.81711 -0.8625
N -0.90304 -1.49391 1.34019 0.0800
O 1.43716 0.83792 0.56643 -0.5511
H 0.72248 -1.03077 2.36820 0.2473
H -1.94427 -2.39389 -0.26511 0.2148
H -2.35168 -3.00404 1.51410 0.2066
H -0.19711 1.74901 -1.40929 0.4053
H -1.00904 1.52385 0.06777 0.3625
H -1.28608 0.28633 -1.20421 0.2338
H 1.47894 -1.83913 -0.30455 0.2333
H 0.93785 -0.95482 -1.81853 0.4524
H -0.28315 -1.50713 -0.73079 -0.0075
```

(2)
DFT (ωB97M-V/def2-TZVPD) results for C5H9NO in the gas phase.

Computed properties:
ΔE to the lowest compared entry with this formula, charge and spin: 74.4 kcal/mol
Total charge: 0
SMILES: C=N[C@]1(O)C[C@H]1C
E_tot: -8865.9869 eV

The geometry in XYZ format:
```
16
Properties=species:S:1:pos:R:3:mulliken_charge:R:1
C -2.67080 0.00842 0.72474 -0.3798
C 0.41450 -0.83373 -1.10942 -1.1348
C 0.67067 -0.57430 0.32202 0.1851
C -0.62509 -0.03177 -0.34829 0.9009
C 1.81178 0.26203 0.87330 -1.2768
N -1.79130 -0.64658 0.06460 -0.5104
O -0.71754 1.37462 -0.65541 -0.6014
H -3.49438 -0.59767 1.08262 0.2747
H -2.57481 1.07569 0.68628 0.2796
H 1.07150 -0.26548 -1.69122 0.2759
H 0.14735 -1.80142 -1.37912 0.3215
H 0.51902 -1.39756 0.93437 0.4491
H 2.40825 0.99662 0.13994 0.2269
H 2.45223 -0.39656 1.43874 0.3697
H 1.56442 1.04864 1.65977 0.2855
H -0.10983 1.60434 -1.34848 0.3344
```

(3)
DFT (ωB97M-V/def2-TZVPD) results for 2 unconnected molecules or ions with the total composition C5H9NO.

Computed properties:
ΔE to the lowest compared entry with this formula, charge and spin: 95.6 kcal/mol
Total charge: 0
E_tot: -8865.0652 eV

The geometry in XYZ format:
```
16
Properties=species:S:1:pos:R:3:mulliken_charge:R:1
C -0.70698 -0.40454 -1.85109 -0.9537
C -1.35735 0.21422 0.70414 -0.7703
O -1.55436 -1.03941 1.01013 -0.1853
C 0.09371 0.67562 0.93442 0.8161
C 1.27817 -0.30402 0.96628 -1.4108
C 0.42301 1.83256 0.08780 0.0705
N 0.74849 2.73068 -0.56461 -0.4537
H 0.08822 0.25621 -2.20146 0.2742
H -1.37281 -0.68647 -2.66422 0.3349
H -0.27599 -1.30720 -1.40294 0.1976
H -1.34192 0.13912 -1.13340 0.3561
H -0.74817 -1.56401 1.20087 0.2755
H -0.04659 1.08789 1.94677 0.2870
H 2.14517 0.19275 1.40924 0.3859
H 1.55859 -0.64354 -0.03472 0.3045
H 1.06879 -1.17985 1.59280 0.4714
```

(4)
DFT (ωB97M-V/def2-TZVPD) results for C5H9NO in the gas phase.

Computed properties:
ΔE to the lowest compared entry with this formula, charge and spin: 58.1 kcal/mol
Total charge: 0
SMILES: C[C@H]1N[C@H]1CC=O
E_tot: -8866.6953 eV

The geometry in XYZ format:
```
16
Properties=species:S:1:pos:R:3:mulliken_charge:R:1
C 0.02179 1.63578 1.04394 -1.3631
C 0.98455 0.66076 0.46753 0.1498
N 1.09755 -0.59261 1.13552 -0.6836
C 0.69400 -0.72059 -0.21393 0.0835
C -0.68973 -1.23109 -0.44214 -0.8822
C -1.42568 -0.54458 -1.55526 0.0159
O -0.97857 0.35987 -2.21468 -0.4708
H -0.81823 1.11449 1.50308 0.2998
H 0.50026 2.23705 1.81922 0.3693
H -0.34608 2.31774 0.27509 0.2850
H 1.86398 1.12816 0.03212 0.4299
H 2.11630 -1.04679 1.09628 0.2948
H 1.39396 -0.94946 -1.00719 0.4040
H -1.29122 -1.13375 0.46835 0.3563
H -0.67308 -2.30641 -0.65844 0.3490
H -2.44981 -0.92855 -1.74949 0.3624
```

| no. | M (g/mol) |
| --- | --- |
| 1 | 99.133 |
| 2 | 99.133 |
| 3 | 99.133 |
| 4 | 99.133 |